A structure of composition C12H16N3 at a distorted geometry. Source: the OMol25 dataset; level of theory: ωB97M-V/def2-TZVPD.

```
31
Properties=species:S:1:pos:R:3:forces:R:3:mulliken_charge:R:1
C -0.8119 0.0503 1.0657 0.2 1.8 -0.6 0.821
H -1.1062 -4.3305 2.5217 -1.0 1.2 0.2 0.398
C -1.7385 -3.3885 2.3737 1.5 -0.5 1.2 -1.368
H 2.0969 -1.7872 0.5377 2.2 0.3 -0.5 0.496
H -0.8043 1.8694 0.1402 -0.6 0.7 -0.6 0.390
C 0.6425 -0.1464 0.7586 -0.5 -2.9 0.7 0.586
C 1.1872 -1.4504 0.9003 -2.6 1.9 -0.3 -0.558
H -2.4597 1.2519 0.9075 -0.4 0.6 -0.4 0.417
C 0.4979 0.7348 -2.1165 -0.2 1.7 0.8 -0.122
H 2.0322 3.4080 -0.8755 -0.1 -0.5 0.0 0.282
H -2.4513 -3.6458 1.5659 -0.3 0.4 1.0 0.318
H 1.0703 3.5066 -4.7714 0.2 -0.9 0.7 0.269
H -2.0881 -2.9308 3.3754 -0.4 -1.5 -1.5 0.324
C 1.6169 3.3876 -2.8425 1.3 0.0 1.2 0.064
C -0.8528 -2.3053 1.8813 0.0 0.9 -0.9 0.835
N 1.7134 2.8190 -1.6400 -1.2 -0.4 -2.7 -0.349
C 1.3626 1.0194 0.4287 3.2 2.4 -1.2 -1.156
N 1.1692 2.8575 -3.9737 0.2 1.6 -0.3 -0.270
H -2.5935 -1.1322 1.8170 0.8 0.8 -0.9 0.491
H -1.5734 -0.6809 2.9708 0.7 0.8 1.2 0.502
C -1.4368 1.1513 0.6088 0.8 -1.6 1.1 -1.627
H -1.1144 -0.5526 -2.9415 0.1 -0.3 0.7 0.374
H 0.7436 1.9605 -4.0336 -0.4 -0.7 0.1 0.189
H 1.0258 1.9621 0.9136 0.0 -0.8 -0.3 0.533
C -0.4328 -0.0125 -2.3103 -0.4 -0.6 -2.0 -0.307
C 0.3875 -2.5388 1.3704 -1.5 -0.2 1.7 -0.712
H 2.5130 1.0047 0.4791 -1.9 -0.4 -0.3 0.398
C -1.4942 -0.9038 1.9326 -0.8 -3.6 -0.2 -0.977
H 0.6988 -3.5752 1.6056 0.6 0.8 -0.9 0.267
H 2.1404 4.3477 -2.8985 -0.5 -0.2 -0.1 0.337
N 1.1425 1.5989 -1.3402 1.1 -0.8 3.2 0.155
```
Positions in Å, forces in eV/Å.

Summary:
orbital gap (spin up / spin down) = 7.342 / 7.342 eV
multiplicity = 1
energy above the lowest of the compared OMol25 structures with the same formula, charge and spin = 170.95 kcal/mol
net charge = +1
HOMO energy (spin up / spin down) = -10.8 / -10.8 eV

---

A cluster of 4 separate species, C12H16N4 in total at a distorted geometry. Source: the OMol25 dataset; level of theory: ωB97M-V/def2-TZVPD.

```
32
Properties=species:S:1:pos:R:3:forces:R:3:mulliken_charge:R:1
N -2.8705 1.0943 3.0527 -0.1 -0.5 0.3 0.027
H -0.5894 -1.3290 4.1562 -0.1 -0.1 0.3 0.196
H 1.8089 -0.5354 0.7179 -0.3 0.1 0.1 0.567
C -0.9019 1.3474 2.0753 -0.5 1.6 0.1 -0.203
H 0.6127 -1.5811 -3.2997 0.0 0.1 0.0 0.266
H -3.1568 -0.9885 2.6400 -0.2 0.1 -0.2 0.385
H 0.2301 -0.9850 -5.4187 -0.3 -0.2 0.0 0.133
H -0.8612 -0.6576 1.1858 -0.1 -0.1 0.1 0.447
H 2.4584 1.4007 -0.9581 0.0 0.0 -0.1 0.388
H -1.8821 3.0000 3.2209 -0.1 0.0 0.1 0.398
H 0.4357 -1.2286 5.6696 -0.3 -0.1 0.1 0.355
C -1.3770 0.0667 1.7971 -0.1 -1.1 -0.2 -0.187
C 1.4361 -1.0043 3.8682 0.3 0.0 -0.4 0.377
H -3.6319 1.1467 3.7044 0.0 0.5 0.0 0.212
C 0.9248 -1.5067 -1.1097 -0.6 0.4 -0.7 -0.787
H -0.0952 -0.4514 -7.0935 0.4 0.0 0.0 0.311
N 2.3729 -1.1064 3.2074 -0.3 0.0 0.3 -0.458
H 0.2596 -2.3033 -0.8167 0.5 -0.3 0.3 0.388
H -0.0493 1.8588 1.6586 0.2 -0.3 0.0 0.441
C 1.9188 0.4923 -1.1771 0.6 0.4 -0.2 -0.972
C -0.1019 -0.1607 -6.0426 -0.1 0.2 -0.4 -0.655
H 1.8920 0.7016 -3.2503 -0.2 -0.2 -0.3 0.206
N 1.6007 0.1463 -2.4664 -0.1 -0.4 0.9 0.121
N 1.5472 1.8065 -5.5833 0.0 0.0 0.1 -0.443
H 0.0389 0.2350 4.7063 -0.2 0.0 0.2 0.210
C 0.9875 -1.0888 -2.4180 0.0 0.3 -0.2 -0.236
C -2.5853 -0.0995 2.4388 0.8 0.4 0.0 -0.717
C 0.2275 -0.8381 4.6768 0.7 0.2 -0.4 -0.685
H -1.1400 0.1116 -5.8587 0.1 0.0 0.5 0.263
C 0.8029 0.9602 -5.8004 -0.1 0.0 -0.1 0.428
C -1.8550 1.9935 2.8445 0.2 -0.7 -0.1 -0.820
C 1.5429 -0.4972 -0.3275 0.1 -0.3 0.4 0.045
```
Positions in Å, forces in eV/Å.

Summary:
orbital gap = 8.783 eV
multiplicity = 1
energy above the lowest of the compared OMol25 structures with the same formula, charge and spin = 55.64 kcal/mol
HOMO energy = -8.1 eV